C26H31N2O8Pt | the ωB97M-V functional and the def2-TZVPD basis

Element x y z (Å)
1 O -2.28524 -3.38873 -1.79501
2 C -1.53588 -4.67445 -2.29192
3 C -2.72370 -5.54226 -1.97926
4 H -0.63997 -4.88519 -1.69918
5 H -1.34448 -4.61815 -3.37293
6 C -3.52207 -4.23038 -1.93296
7 H -2.64847 -6.03123 -1.00234
8 H -3.03742 -6.24496 -2.75023
9 C -4.53016 -4.29413 -0.80563
10 H -4.10528 -4.70425 0.11939
11 H -5.31885 -4.97762 -1.16200
12 H -5.01154 -3.32739 -0.63976
13 C -4.12277 -3.84041 -3.27152
14 H -3.35969 -3.93297 -4.05667
15 H -4.46183 -2.80196 -3.21786
16 H -4.99237 -4.45914 -3.51594
17 Pt -1.85652 -1.24549 -1.82582
18 C -0.01609 1.17202 -2.28836
19 C 1.13446 0.55339 -1.79349
20 C 1.16533 -0.80232 -2.17863
21 H 1.93392 1.07189 -1.26881
22 C -0.06571 -1.14387 -2.88255
23 C -0.82786 0.18144 -2.96096
24 H -1.54890 0.40533 -3.74801
25 H -0.19039 2.24598 -2.28470
26 H 2.00383 -1.48553 -2.02476
27 H -0.15423 -1.95112 -3.61819
28 C -1.57712 1.13430 0.47243
29 C -2.31361 1.30147 -0.70178
30 C -3.18925 0.13922 -0.86489
31 H -2.29521 2.18094 -1.33455
32 C -2.68949 -0.87872 0.11941
33 C -1.76138 -0.16615 0.98383
34 H -1.62062 -0.45468 2.01300
35 H -0.99060 1.91035 0.94368
36 H -4.20768 0.14347 -1.26906
37 H -3.23123 -1.74646 0.45554
38 O -1.68293 -5.53138 1.19856
39 C -1.41427 -4.12270 1.14448
40 C 0.03450 -3.90819 0.65306
41 H -1.52472 -3.71369 2.16681
42 H -2.13220 -3.61831 0.48730
43 C 0.74076 -5.22452 1.02651
44 H 0.50224 -3.00457 1.08568
45 H 0.01796 -3.80793 -0.44667
46 C -0.39232 -6.11107 1.54107
47 H 1.42158 -5.04854 1.84921
48 H 1.27233 -5.67031 0.17731
49 H -0.39746 -6.14353 2.63877
50 H -0.33446 -7.14716 1.19475
51 O 2.30257 -1.32371 0.30560
52 C 1.51592 -0.67068 1.01781
53 O 0.28750 -0.94373 1.24695
54 C 2.13815 0.57515 1.67020
55 C 1.36117 1.53556 2.32555
56 C 1.95668 2.68851 2.88122
57 C 3.33731 2.89444 2.81759
58 C 4.12148 1.94845 2.14230
59 C 3.53056 0.78296 1.58984
60 N 5.53469 2.19168 2.03062
61 O 6.00719 3.19169 2.61555
62 O 6.24656 1.42983 1.35049
63 N 1.09424 3.67899 3.47796
64 O -0.13841 3.45811 3.48980
65 O 1.60409 4.70105 3.97956
66 H 0.30434 1.33652 2.45672
67 H 3.78626 3.77689 3.26241
68 H 4.18385 0.03205 1.15016

Forces on the atoms, in the same order (eV/Å):
0.3 -4.0 -0.3
0.1 1.0 0.4
-0.1 0.4 -0.2
-0.2 0.4 -0.4
0.2 0.4 0.4
-0.3 -0.5 0.0
0.0 0.2 -0.2
0.1 0.0 0.0
-0.2 0.6 -0.1
-0.1 0.3 -0.2
0.2 0.1 0.2
0.1 0.0 0.2
-0.2 0.0 0.1
-0.3 0.1 0.1
0.2 0.0 -0.1
0.2 -0.1 0.0
0.2 0.5 0.9
1.1 -0.4 -0.3
0.1 0.2 -0.6
-0.4 -0.1 -0.1
-0.2 -0.2 0.0
0.0 1.5 -1.2
0.7 -1.6 -0.7
0.3 0.2 0.1
-0.1 -0.3 0.2
-0.5 0.3 0.1
0.5 0.5 -0.1
-0.3 0.0 -0.2
-1.1 -0.1 1.6
0.4 -1.3 0.7
-0.2 -0.2 0.1
-1.2 1.9 -0.7
-1.8 0.8 -0.1
0.3 -0.1 -0.2
0.2 -0.1 -0.2
0.5 0.1 -0.1
-0.3 0.0 0.1
1.3 0.0 -0.8
0.2 0.8 0.4
-0.3 -0.1 -0.4
0.0 0.0 -0.2
0.2 -0.4 0.3
-0.5 0.1 0.0
-0.4 -0.6 -0.4
0.2 0.4 0.7
-0.8 -0.4 0.7
0.4 -0.1 0.0
-0.1 0.1 0.2
0.3 -0.1 0.0
-0.3 0.1 -0.2
0.1 0.2 0.6
-0.9 -1.3 -0.3
2.9 0.6 0.4
0.5 0.7 0.3
0.5 0.0 0.3
0.6 -1.3 -1.0
-0.2 0.1 -0.2
-2.1 -0.7 0.1
0.3 0.6 0.4
2.8 0.6 -0.2
-0.9 -1.6 -0.8
-1.5 1.0 1.1
-1.7 1.5 1.4
2.4 0.4 -0.1
-0.6 -1.7 -0.9
0.1 0.1 -0.1
-0.1 -0.2 -0.2
-0.4 0.2 -0.2

Values from the calculation:
**E_HOMO (alpha / beta)**: -3.40 / -4.12 eV
**2S+1**: 3
**Orbital gap (alpha / beta)**: 4.7 / 5.4 eV
**Charge**: -1
**Relative energy (zero: lowest compared OMol25 entry of this formula, charge and spin)**: 0.331 eV
**Total energy**: -1839.72215 a.u.

Löwdin charges, unit e, in atom order: O -0.293; C -0.073; C -0.093; H 0.100; H 0.118; C -0.546; H 0.107; H 0.119; C -0.015; H 0.082; H 0.096; H 0.086; C -0.025; H 0.089; H 0.084; H 0.086; Pt 1.082; C -0.140; C -0.131; C -0.095; H 0.096; C -0.325; C -0.325; H 0.079; H 0.096; H 0.095; H 0.065; C -0.126; C -0.148; C -0.286; H 0.093; C -0.269; C -0.115; H 0.104; H 0.084; H 0.080; H 0.067; O -0.172; C -0.193; C -0.137; H 0.129; H 0.073; C -0.152; H 0.089; H 0.083; C -0.195; H 0.102; H 0.105; H 0.110; H 0.109; O -0.030; C -0.603; O -0.082; C -0.067; C 0.085; C -0.124; C 0.081; C -0.127; C 0.097; N -0.325; O 0.038; O 0.061; N -0.318; O 0.054; O 0.047; H 0.109; H 0.124; H 0.128